# 1
Here is a 16-piece molecular cluster, C48H112N16O16 overall at a distorted geometry from OMol25. Energies are from wB97M-V/def2-TZVPD.

Each line ends with the Löwdin charge.
Geometry (Å):
C1 3.093 1.675 3.640  -0.3319
O1 2.656 0.555 3.950  -0.0290
N1 3.804 2.506 4.425  -0.1805
C2 4.408 3.687 3.876  -0.0802
C3 4.084 2.247 5.858  -0.0035
H1 3.085 2.116 2.631  0.1262
H2 5.471 3.538 3.687  0.0949
H3 4.434 4.519 4.579  0.0881
H4 3.892 4.057 2.989  0.0635
H5 3.697 1.296 6.226  0.0718
H6 5.170 2.159 5.865  0.0901
H7 3.798 3.113 6.455  0.0842
C4 -3.919 -2.904 -1.564  -0.3270
O2 -4.592 -3.142 -0.580  -0.0079
N2 -4.005 -1.682 -2.153  -0.1996
C5 -3.651 -1.497 -3.544  -0.0408
C6 -4.615 -0.593 -1.437  -0.0416
H8 -3.438 -3.665 -2.197  0.1380
H9 -4.296 -0.757 -4.018  0.1046
H10 -3.692 -2.490 -3.990  0.0656
H11 -2.594 -1.230 -3.543  0.0715
H12 -5.682 -0.534 -1.648  0.1093
H13 -4.505 -0.625 -0.353  0.0530
H14 -4.112 0.311 -1.781  0.0816
C7 -2.323 -5.446 0.679  -0.3327
O3 -1.141 -5.293 0.624  0.0163
N3 -2.920 -6.097 1.727  -0.1908
C8 -4.381 -6.170 1.920  -0.0393
C9 -2.093 -6.615 2.749  -0.0805
H15 -3.036 -5.176 -0.116  0.1237
H16 -4.620 -5.862 2.938  0.0844
H17 -4.821 -7.165 1.848  0.0821
H18 -4.902 -5.536 1.203  0.0803
H19 -1.913 -5.960 3.601  0.0788
H20 -2.587 -7.512 3.123  0.0940
H21 -1.088 -6.817 2.380  0.0907
C10 -4.185 -1.828 4.889  -0.3354
O4 -5.155 -1.129 5.218  -0.0084
N4 -3.794 -2.107 3.620  -0.1706
C11 -2.489 -2.718 3.396  -0.0444
C12 -4.656 -1.832 2.418  -0.0104
H22 -3.461 -2.336 5.544  0.1280
H23 -2.481 -3.781 3.154  0.0658
H24 -1.925 -2.675 4.328  0.0797
H25 -1.992 -2.130 2.625  0.0749
H26 -4.239 -1.114 1.712  0.0419
H27 -4.835 -2.777 1.905  0.0715
H28 -5.604 -1.429 2.774  0.0939
C13 -4.852 3.155 -3.021  -0.3030
O5 -5.817 2.517 -3.451  -0.0202
N5 -4.780 4.486 -3.324  -0.1978
C14 -3.782 5.312 -2.697  -0.0814
C15 -5.705 5.324 -4.071  -0.0518
H29 -4.039 2.942 -2.309  0.1054
H30 -2.845 5.519 -3.215  0.0785
H31 -3.727 4.899 -1.690  0.0841
H32 -4.217 6.293 -2.504  0.0787
H33 -6.520 4.707 -4.448  0.0809
H34 -6.143 6.057 -3.393  0.0897
H35 -5.210 5.718 -4.959  0.0909
C16 -0.871 2.410 -2.764  -0.3165
O6 -0.960 3.448 -2.058  -0.0345
N6 -0.919 2.357 -4.089  -0.1690
C17 -0.980 1.078 -4.675  -0.0730
C18 -1.043 3.585 -4.889  -0.0254
H36 -0.862 1.407 -2.310  0.1203
H37 -0.610 1.125 -5.699  0.0924
H38 -1.967 0.618 -4.642  0.0709
H39 -0.321 0.344 -4.211  0.0794
H40 -0.563 3.400 -5.850  0.0820
H41 -2.057 3.976 -4.973  0.0796
H42 -0.532 4.336 -4.287  0.0763
C19 1.767 -0.448 7.374  -0.3120
O7 1.905 0.461 8.201  -0.0262
N7 2.492 -1.629 7.474  -0.1795
C20 2.204 -2.722 6.531  -0.0626
C21 3.414 -1.946 8.590  -0.0332
H43 1.064 -0.505 6.528  0.1261
H44 3.110 -3.106 6.063  0.0735
H45 1.610 -2.442 5.661  0.0682
H46 1.802 -3.559 7.103  0.0875
H47 3.675 -1.065 9.177  0.0814
H48 2.909 -2.584 9.316  0.0863
H49 4.313 -2.393 8.167  0.0877
C22 6.614 0.372 -3.145  -0.3028
O8 7.481 1.261 -3.214  -0.0341
N8 6.506 -0.513 -4.183  -0.2010
C23 5.515 -1.552 -4.197  -0.0775
C24 7.495 -0.543 -5.257  -0.0400
H50 5.879 0.257 -2.334  0.1287
H51 4.834 -1.405 -3.359  0.0746
H52 5.937 -2.545 -4.040  0.0916
H53 5.048 -1.466 -5.178  0.0914
H54 8.180 -1.373 -5.087  0.0915
H55 7.046 -0.693 -6.239  0.0860
H56 8.054 0.392 -5.277  0.0837
C25 0.997 0.183 -0.918  -0.3536
O9 1.246 -0.180 -2.068  -0.0074
N9 0.004 -0.209 -0.144  -0.1391
C26 -0.175 0.307 1.212  -0.0364
C27 -0.892 -1.306 -0.507  -0.0138
H57 1.580 0.861 -0.276  0.1403
H58 0.475 1.097 1.589  0.0776
H59 -0.133 -0.434 2.010  0.0646
H60 -1.171 0.737 1.320  0.0724
H61 -1.927 -0.969 -0.564  0.0709
H62 -0.737 -1.721 -1.503  0.0876
H63 -0.916 -2.074 0.266  0.0819
C28 -3.879 1.951 1.080  -0.2657
O10 -4.023 2.639 0.050  -0.0076
N10 -3.113 2.304 2.181  -0.1700
C29 -3.119 1.450 3.322  -0.0725
C30 -2.273 3.494 2.101  -0.0345
H64 -4.226 0.924 1.275  0.1027
H65 -3.333 2.051 4.205  0.0933
H66 -2.200 0.916 3.563  0.0794
H67 -3.871 0.661 3.296  0.0687
H68 -2.600 4.286 2.775  0.0770
H69 -1.266 3.334 2.486  0.0581
H70 -2.237 3.928 1.102  0.0961
C31 -2.136 -5.165 -5.988  -0.3532
O11 -2.632 -4.808 -4.903  -0.0271
N11 -1.995 -4.419 -7.102  -0.1742
C32 -1.521 -5.075 -8.367  -0.0367
C33 -2.255 -2.975 -7.104  -0.0246
H71 -1.787 -6.167 -6.280  0.1280
H72 -2.032 -4.824 -9.296  0.0822
H73 -1.782 -6.133 -8.348  0.0819
H74 -0.476 -4.824 -8.551  0.0871
H75 -1.269 -2.512 -7.119  0.0946
H76 -2.920 -2.746 -7.937  0.0908
H77 -2.797 -2.606 -6.233  0.0672
C34 3.660 -3.865 3.214  -0.3543
O12 4.859 -3.867 2.993  0.0066
N12 2.769 -3.088 2.541  -0.1742
C35 1.332 -3.298 2.807  -0.0533
C36 3.099 -2.316 1.367  -0.0245
H78 3.197 -4.493 3.990  0.1223
H79 0.845 -3.777 1.958  0.0735
H80 0.837 -2.330 2.882  0.0611
H81 1.124 -3.877 3.707  0.0765
H82 4.146 -2.033 1.259  0.0982
H83 2.831 -3.010 0.571  0.0796
H84 2.495 -1.408 1.347  0.0739
C37 -1.116 5.226 4.934  -0.3646
O13 -1.128 6.418 4.823  0.0285
N13 0.014 4.422 5.030  -0.1195
C38 -0.080 2.925 5.155  -0.0424
C39 1.385 4.958 4.821  -0.0374
H85 -2.052 4.649 4.888  0.1204
H86 0.260 2.286 4.340  0.0685
H87 -1.051 2.522 5.443  0.0730
H88 0.444 2.589 6.049  0.0814
H89 1.849 4.643 3.887  0.0469
H90 1.368 6.028 4.614  0.0768
H91 2.080 4.708 5.623  0.0817
C40 2.553 0.777 -4.663  -0.3494
O14 2.186 0.520 -5.805  -0.0188
N14 2.657 2.044 -4.219  -0.1826
C41 3.612 2.359 -3.131  -0.0144
C42 2.213 3.126 -4.996  -0.0790
H92 2.811 -0.024 -3.954  0.1121
H93 3.141 3.037 -2.420  0.0866
H94 4.483 2.788 -3.626  0.0939
H95 3.810 1.421 -2.612  0.0702
H96 3.033 3.720 -5.397  0.0956
H97 1.583 2.884 -5.852  0.0826
H98 1.662 3.802 -4.341  0.0827
C43 0.836 4.917 1.673  -0.3646
O15 1.135 3.749 1.469  -0.0085
N15 1.656 5.960 1.517  -0.1814
C44 1.230 7.297 1.867  -0.0381
C45 2.993 5.808 0.972  -0.0479
H99 -0.109 5.230 2.143  0.1242
H100 1.717 7.912 1.110  0.0922
H101 1.532 7.591 2.872  0.0814
H102 0.151 7.370 2.003  0.0963
H103 3.374 4.844 0.635  0.0893
H104 2.991 6.424 0.072  0.0868
H105 3.769 6.278 1.576  0.0903
C46 2.711 -3.896 -2.990  -0.3647
O16 3.239 -3.657 -1.925  -0.0107
N16 1.500 -4.443 -3.019  -0.1406
C47 0.746 -4.852 -1.818  -0.0407
C48 0.835 -4.733 -4.362  -0.0242
H106 3.180 -3.579 -3.935  0.1296
H107 -0.223 -4.373 -1.682  0.0680
H108 1.356 -4.641 -0.940  0.0718
H109 0.593 -5.928 -1.739  0.0885
H110 1.547 -4.515 -5.158  0.0768
H111 0.259 -5.657 -4.424  0.0772
H112 0.081 -3.969 -4.550  0.0644

The calculation puts the total energy at -108191.399 eV.

***

# 2
Here is a 16-piece molecular cluster, C48H112N16O16 overall at a distorted geometry from OMol25. Energies are from wB97M-V/def2-TZVPD.

Each line ends with the Löwdin charge.
Geometry (Å):
C1 3.042 -1.657 3.137  0.0004
C2 4.364 -2.323 3.423  -0.5655
O1 4.403 -3.223 4.273  0.0138
N1 5.376 -1.884 2.664  0.0322
C3 6.781 -2.490 2.702  -0.0365
H1 2.572 -1.442 4.096  0.0767
H2 2.372 -2.188 2.461  0.0735
H3 3.323 -0.738 2.621  0.0542
H4 5.154 -1.210 1.945  0.0679
H5 7.366 -2.425 1.785  0.0708
H6 6.718 -3.551 2.943  0.0704
H7 7.430 -2.151 3.510  0.0726
C4 0.578 1.715 -2.049  0.0091
C5 0.835 2.557 -3.225  -0.6120
O2 0.043 3.378 -3.568  0.0583
N2 2.029 2.416 -3.795  0.0215
C6 2.491 3.161 -4.978  -0.0489
H8 -0.495 1.638 -1.875  0.0718
H9 1.121 2.191 -1.232  0.0852
H10 0.913 0.683 -2.156  0.0588
H11 2.628 1.634 -3.573  0.0599
H12 3.437 3.650 -4.745  0.0717
H13 1.766 3.936 -5.228  0.0836
H14 2.688 2.503 -5.825  0.0783
C7 4.189 -2.985 -0.465  0.0137
C8 3.590 -4.252 -0.923  -0.5544
O3 2.676 -4.759 -0.275  0.0248
N3 4.081 -4.769 -2.036  0.0255
C9 3.627 -5.995 -2.652  -0.0568
H15 3.413 -2.261 -0.216  0.0662
H16 4.806 -2.428 -1.170  0.0758
H17 4.756 -3.137 0.453  0.0837
H18 4.957 -4.447 -2.422  0.1410
H19 4.407 -6.706 -2.379  0.0900
H20 3.525 -6.053 -3.736  0.0759
H21 2.662 -6.348 -2.289  0.0701
C10 1.467 -8.298 -0.075  0.0051
C11 0.260 -7.411 0.223  -0.5898
O4 -0.863 -7.904 0.165  0.0089
N4 0.447 -6.172 0.634  0.0285
C12 -0.670 -5.238 0.923  -0.0372
H22 1.161 -9.050 -0.803  0.0840
H23 1.820 -8.801 0.826  0.0806
H24 2.301 -7.645 -0.329  0.0497
H25 1.377 -5.808 0.784  0.0915
H26 -1.502 -5.782 1.370  0.0865
H27 -1.032 -4.705 0.044  0.0644
H28 -0.421 -4.489 1.675  0.0538
C13 1.284 1.003 5.630  0.0010
C14 1.074 2.274 4.870  -0.5346
O5 0.603 3.305 5.351  0.0129
N5 1.325 2.122 3.568  0.0411
C15 1.194 3.258 2.648  -0.0570
H29 2.340 0.793 5.803  0.0885
H30 0.855 0.083 5.234  0.0624
H31 0.894 1.112 6.642  0.0777
H32 1.481 1.242 3.098  0.0880
H33 1.779 4.119 2.972  0.0901
H34 0.155 3.555 2.509  0.0746
H35 1.614 2.963 1.686  0.0666
C16 -2.539 3.478 4.608  0.0067
C17 -2.856 3.276 6.096  -0.5582
O6 -4.003 2.984 6.452  0.0041
N6 -1.788 3.112 6.869  0.0281
C18 -1.885 2.867 8.361  -0.0383
H36 -3.360 3.442 3.892  0.0546
H37 -1.939 2.605 4.351  0.0691
H38 -2.020 4.419 4.425  0.0844
H39 -0.928 3.357 6.399  0.0727
H40 -1.948 3.768 8.971  0.0747
H41 -1.175 2.127 8.730  0.0688
H42 -2.812 2.378 8.662  0.0700
C19 -0.272 -1.357 -4.683  -0.0040
C20 -1.635 -0.929 -4.269  -0.5498
O7 -1.932 -0.954 -3.082  0.0341
N7 -2.468 -0.598 -5.299  0.0074
C21 -3.818 -0.117 -5.082  -0.0612
H43 0.105 -1.990 -3.880  0.0762
H44 0.360 -0.472 -4.766  0.0780
H45 -0.289 -1.825 -5.667  0.0862
H46 -1.951 -0.379 -6.138  0.1338
H47 -4.284 0.010 -6.059  0.0868
H48 -3.752 0.858 -4.600  0.0667
H49 -4.432 -0.777 -4.468  0.0898
C22 -3.424 -1.483 0.470  0.0002
C23 -4.208 -2.640 -0.087  -0.5475
O8 -3.662 -3.649 -0.490  0.0358
N8 -5.579 -2.532 -0.020  0.0047
C24 -6.561 -3.475 -0.689  -0.0409
H50 -4.036 -0.759 1.008  0.0751
H51 -2.972 -0.953 -0.369  0.0580
H52 -2.624 -1.918 1.069  0.0669
H53 -5.962 -1.735 0.468  0.1152
H54 -6.698 -3.064 -1.689  0.0728
H55 -7.533 -3.531 -0.198  0.0727
H56 -6.095 -4.460 -0.670  0.0763
C25 3.699 1.145 0.012  0.0172
C26 5.208 1.196 0.099  -0.5648
O9 5.846 0.460 0.855  0.0258
N9 5.732 2.220 -0.562  0.0116
C27 7.203 2.592 -0.563  -0.0264
H57 3.308 2.094 -0.354  0.0696
H58 3.219 0.858 0.948  0.0645
H59 3.454 0.423 -0.767  0.0751
H60 5.163 2.944 -0.977  0.1324
H61 7.401 3.292 0.249  0.0832
H62 7.383 3.158 -1.476  0.0727
H63 7.856 1.720 -0.604  0.0828
C28 -4.039 5.519 -2.022  0.0185
C29 -4.762 4.448 -2.855  -0.5650
O10 -5.578 4.842 -3.662  0.0288
N10 -4.480 3.158 -2.799  0.0307
C30 -3.333 2.573 -2.123  -0.0788
H64 -3.898 6.445 -2.579  0.0917
H65 -3.049 5.276 -1.636  0.0412
H66 -4.571 5.728 -1.094  0.0776
H67 -5.128 2.649 -3.382  0.1388
H68 -3.502 1.542 -1.810  0.0766
H69 -3.033 3.109 -1.222  0.0638
H70 -2.418 2.595 -2.713  0.0664
C31 -1.070 -2.546 3.431  0.0003
C32 -1.793 -1.454 4.199  -0.5560
O11 -2.640 -0.784 3.608  0.0219
N11 -1.406 -1.301 5.452  0.0135
C33 -2.019 -0.313 6.309  -0.0499
H71 -1.806 -3.229 3.008  0.0823
H72 -0.261 -3.005 4.000  0.0816
H73 -0.622 -2.143 2.523  0.0585
H74 -0.732 -1.965 5.804  0.1386
H75 -2.017 -0.589 7.364  0.0927
H76 -3.052 -0.177 5.990  0.0952
H77 -1.503 0.640 6.187  0.0572
C34 0.011 -5.189 -3.178  0.0101
C35 0.209 -5.661 -4.620  -0.5215
O12 1.327 -5.701 -5.181  -0.0101
N12 -0.909 -6.031 -5.255  -0.0064
C36 -0.955 -6.347 -6.683  -0.0568
H78 0.863 -4.620 -2.806  0.0604
H79 -0.058 -5.983 -2.435  0.0801
H80 -0.906 -4.601 -3.140  0.0805
H81 -1.802 -5.981 -4.785  0.1381
H82 -1.942 -6.291 -7.142  0.0831
H83 -0.551 -7.357 -6.747  0.0887
H84 -0.338 -5.566 -7.127  0.0822
C37 -1.151 1.161 1.182  0.0285
C38 -0.096 0.095 0.946  -0.5579
O13 0.900 0.005 1.613  0.0165
N13 -0.283 -0.728 -0.095  0.0416
C39 0.623 -1.784 -0.557  -0.0310
H85 -0.665 2.105 0.935  0.0599
H86 -1.311 1.166 2.260  0.0768
H87 -2.090 1.149 0.629  0.0672
H88 -0.935 -0.362 -0.774  0.0887
H89 0.061 -2.664 -0.870  0.0774
H90 1.227 -2.143 0.276  0.0645
H91 1.266 -1.427 -1.361  0.0655
C40 -0.342 5.268 -0.854  -0.0189
C41 -0.730 6.631 -0.492  -0.6024
O14 -0.150 7.527 -1.071  0.0394
N14 -1.754 6.822 0.375  0.0376
C42 -2.253 8.177 0.817  -0.0347
H92 0.701 5.232 -0.540  0.0904
H93 -0.340 5.046 -1.922  0.0744
H94 -0.866 4.453 -0.354  0.0642
H95 -2.332 6.042 0.654  0.0646
H96 -1.439 8.864 1.048  0.0774
H97 -2.864 8.003 1.703  0.0569
H98 -2.763 8.690 0.002  0.0770
C43 3.324 -2.411 -4.558  0.0250
C44 3.548 -0.987 -3.961  -0.4773
O15 2.647 -0.256 -3.545  -0.0090
N15 4.861 -0.634 -3.887  0.0078
C45 5.374 0.636 -3.504  -0.0551
H99 2.770 -2.953 -3.792  0.0688
H100 4.213 -2.886 -4.974  0.0800
H101 2.654 -2.229 -5.398  0.0817
H102 5.470 -1.391 -4.161  0.1301
H103 6.215 0.957 -4.119  0.0941
H104 5.756 0.519 -2.490  0.0742
H105 4.616 1.411 -3.614  0.0761
C46 -5.168 3.061 1.215  0.0298
C47 -4.490 4.278 1.849  -0.5730
O16 -3.357 4.614 1.600  0.0192
N16 -5.191 4.959 2.749  0.0114
C48 -4.769 6.164 3.372  -0.0591
H106 -4.497 2.235 1.450  0.0787
H107 -5.290 3.098 0.133  0.0694
H108 -6.165 2.850 1.600  0.0782
H109 -6.176 4.735 2.752  0.1405
H110 -4.609 6.942 2.626  0.0773
H111 -3.931 5.948 4.034  0.0849
H112 -5.519 6.570 4.052  0.0936

The calculation puts the total energy at -108200.768 eV.